13
Properties=species:S:1:pos:R:3:lowdin_charge:R:1 method="wB97M-V/def2-TZVPD" de_lowest_kj_mol=709.95 charge=+1 gap_ev=9.4 e_lumo_ha=-0.1979 homo_ev=-14.8
C 2.4102 -0.1625 -0.7888 0.171
C -1.3328 0.0455 -0.1881 -0.129
C -1.7321 1.3082 0.0877 0.080
C 1.0553 -0.2702 -0.5530 -0.291
N 1.9098 0.3992 0.3208 0.310
N -0.1302 -0.7688 -0.7242 0.107
H 3.2689 -0.4313 -1.3524 0.138
H -0.0727 -0.4434 1.8545 0.052
H -1.6090 -0.6184 0.6249 0.062
H -2.2595 1.3244 1.0516 0.093
H -1.8116 2.0827 -0.6916 0.087
H 0.3966 -1.0780 1.9998 0.092
H -0.0930 -1.3876 -1.6411 0.229

---

13
Properties=species:S:1:pos:R:3:lowdin_charge:R:1 method="wB97M-V/def2-TZVPD" de_lowest_kj_mol=626.34 charge=+1 gap_ev=8.8 e_lumo_ha=-0.1499 homo_ev=-12.9
C 0.4495 0.1105 1.4584 0.042
C -0.5933 -0.6094 -0.0430 -0.061
C 0.8647 0.2298 2.7517 -0.238
C -0.0544 -0.8246 -1.3856 -0.036
N 1.3449 0.3318 3.8204 0.213
N -0.6315 0.4898 -1.0456 0.116
H 1.1679 0.8519 0.9948 0.075
H -0.6633 -1.6263 -2.0206 0.197
H 1.0033 -0.9562 -1.4496 0.126
H 1.0464 0.9385 4.5786 0.119
H -1.5262 0.7710 -1.4353 0.185
H -0.0169 1.2420 -0.6859 0.171
H -1.5262 -0.9548 0.1386 0.091

---

13
Properties=species:S:1:pos:R:3:lowdin_charge:R:1 method="wB97M-V/def2-TZVPD" de_lowest_kj_mol=388.30 charge=+1 gap_ev=8.9 e_lumo_ha=-0.2147 homo_ev=-14.8 smiles="C/N=C(/C)C#[NH+]"
C 0.6494 -0.1415 -1.9605 -0.081
N -0.2829 -0.2028 -0.9284 0.073
C -0.1471 0.0943 0.2860 -0.228
C -1.5999 -0.1969 1.2468 0.076
C 0.9080 0.4697 1.0847 0.057
N 1.7300 0.6818 1.8689 0.405
H 0.6879 -1.1445 -2.4043 0.117
H 1.6551 0.2215 -1.7122 0.096
H 0.1945 0.4726 -2.7484 0.117
H -2.3857 0.2900 0.6896 0.073
H -1.4666 0.2308 2.2302 0.061
H -1.7091 -1.2707 1.2670 0.073
H 2.4510 0.8587 2.5399 0.161

---

13
Properties=species:S:1:pos:R:3:lowdin_charge:R:1 method="wB97M-V/def2-TZVPD" de_lowest_kj_mol=440.61 charge=+1 multiplicity=3 gap_ev="6.5 / 11.2" e_lumo_ha="-0.1596 / -0.2108" homo_ev="-10.9 / -16.9"
C -0.9333 0.9148 -0.0509 -0.008
C -1.8926 -0.2132 0.0381 0.035
C 3.1200 0.5753 -0.0019 0.093
C 0.5668 -1.1245 -0.0801 0.129
N 2.4204 -0.4090 0.0173 0.015
N -0.4585 -0.4445 0.0462 -0.091
H -0.6420 1.3155 -0.9392 0.091
H -0.6419 1.6604 0.8219 0.188
H -2.3152 -0.4844 0.9301 0.111
H -2.3275 -0.6632 -0.7591 0.108
H 3.0504 1.6785 -0.2485 0.092
H 0.3969 -2.2673 -0.0713 0.150
H 2.8152 -1.3259 0.1201 0.086

---

13
Properties=species:S:1:pos:R:3:lowdin_charge:R:1 method="wB97M-V/def2-TZVPD" de_lowest_kj_mol=442.60 charge=+1 multiplicity=3 gap_ev="5.3 / 7.7" e_lumo_ha="-0.1711 / -0.2836" homo_ev="-10.0 / -15.4"
C 1.8590 1.8841 -0.0784 0.112
C 1.4740 0.7207 -0.4708 -0.129
C -1.0042 -0.2608 0.3681 -0.210
C 1.3955 -0.2937 -1.2068 0.033
N -1.0048 0.7258 1.0034 0.271
N -1.0465 -1.5000 -0.0720 0.140
H 2.2514 2.5980 -0.7954 0.112
H 0.4463 -0.5021 -1.4841 0.005
H 2.1950 -1.0796 -1.4133 0.150
H 1.5590 2.2561 0.9386 0.107
H -0.7643 1.6749 1.0764 0.086
H -0.3918 -1.5923 -0.9866 0.157
H -1.6134 -2.2442 0.3928 0.168

---

13
Properties=species:S:1:pos:R:3:lowdin_charge:R:1 method="wB97M-V/def2-TZVPD" de_lowest_kj_mol=103.26 charge=+1 multiplicity=3 gap_ev="8.0 / 8.3" e_lumo_ha="-0.1420 / -0.2776" homo_ev="-11.9 / -15.9"
C -1.8693 -0.4626 0.5807 0.178
C -0.1503 0.9033 0.8568 -0.045
C 0.0309 0.3084 -0.4612 -0.325
C 1.4126 -0.5061 -0.7209 -0.025
N -1.2036 0.4520 1.4157 0.095
N -1.0807 -0.5608 -0.4268 0.063
H 0.5110 1.5366 1.5010 0.176
H 0.1650 0.9161 -1.5044 0.201
H 1.1657 -1.2054 -1.5932 0.098
H 1.4619 -1.2600 0.1140 0.088
H 2.3246 0.1890 -0.8261 0.118
H -1.5438 0.7892 2.3301 0.200
H -1.2241 -1.0994 -1.2657 0.177

---

14
Properties=species:S:1:pos:R:3:lowdin_charge:R:1 method="wB97M-V/def2-TZVPD" de_lowest_kj_mol=338.60 charge=-1 gap_ev="6.2 / 6.1" e_lumo_ha="0.1422 / 0.1410" homo_ev="-2.3 / -2.3"
C 0.2331 1.1481 0.5846 -0.444
C 0.8738 -0.7459 -1.0690 -0.191
C 1.2133 -1.2220 0.3123 -0.209
C 0.2061 -0.1201 0.1202 -0.376
N -0.1076 2.2353 -0.0400 -0.053
N -2.6249 -0.4466 -0.4324 0.020
O -3.6667 -0.0672 0.2288 -0.184
H 0.5964 1.2618 1.6975 0.112
H 1.5105 -0.0595 -1.6205 0.081
H 0.4472 -1.4484 -1.7027 0.045
H 0.9160 -2.3623 0.3267 0.093
H 2.1456 -1.0488 0.9287 0.083
H -0.0436 3.1250 0.5754 0.009
H -1.6991 -0.2492 0.0906 0.013

---

14
Properties=species:S:1:pos:R:3:lowdin_charge:R:1 method="wB97M-V/def2-TZVPD" de_lowest_kj_mol=346.00 charge=+1 gap_ev=9.6 e_lumo_ha=-0.2062 homo_ev=-15.2 smiles="CC(=O)[C@H](C)[N+]#N"
C -1.8731 -0.1815 0.4088 0.005
C -0.6156 0.5847 0.6151 -0.420
O -0.2788 1.3205 1.4780 0.167
C 0.4326 0.2975 -0.6290 -0.211
C 1.2720 -1.0064 -0.0662 0.059
N 1.3371 1.2917 -0.7742 0.078
N 2.1022 2.1099 -0.7106 0.449
H -2.7337 0.6161 0.1862 0.164
H -2.0043 -0.6074 1.5082 0.163
H -1.9327 -0.7763 -0.4964 0.082
H -0.0589 -0.1302 -1.5145 0.164
H 1.4301 -1.5390 -1.0275 0.104
H 2.2733 -0.6385 0.2575 0.104
H 0.6499 -1.3409 0.7645 0.092

---

14
Properties=species:S:1:pos:R:3:lowdin_charge:R:1 method="wB97M-V/def2-TZVPD" de_lowest_kj_mol=253.69 charge=+1 gap_ev=7.9 e_lumo_ha=-0.2168 homo_ev=-13.8
C -1.2145 -0.9396 1.9799 -0.063
C -1.5897 0.0546 1.1820 -0.078
C 1.1018 0.8453 -0.7139 -0.036
C 0.4696 0.2604 -3.0947 -0.217
N 0.6042 0.7036 -1.9770 0.207
N 1.5766 -0.1185 0.0656 0.278
O 0.1852 -0.0468 -4.1436 0.320
H -1.5770 -1.0381 2.9868 0.062
H -0.5646 -1.6599 1.5733 0.020
H -2.1196 0.8194 1.7683 0.064
H 0.9579 1.8710 -0.4516 0.160
H -1.3281 0.2504 0.1416 0.026
H 1.9244 0.0307 0.9588 0.128
H 1.5736 -1.0325 -0.2754 0.131

---

15
Properties=species:S:1:pos:R:3:lowdin_charge:R:1 method="wB97M-V/def2-TZVPD" de_lowest_kj_mol=298.34 charge=+1 gap_ev=10.9 e_lumo_ha=-0.1369 homo_ev=-14.7 smiles="CC1=[NH+][C@H]2O[C@H]2ON1"
C 2.1701 0.1503 0.3103 0.044
C 0.7096 0.1619 0.0518 -0.265
N 0.1199 -0.8932 -0.4652 0.173
C -1.3326 -0.9428 -0.6139 -0.188
O -2.0778 -0.9949 0.5807 0.083
C -2.1478 0.2342 -0.2117 -0.131
O -1.4656 1.3931 0.2786 0.037
N -0.0537 1.2306 0.3093 0.133
H 2.7727 -0.6265 -0.0641 0.083
H 2.3294 -0.0672 1.4537 0.164
H 2.7662 0.9961 0.2420 0.075
H 0.7314 -1.7133 -0.5556 0.189
H -1.6320 -1.5593 -1.4696 0.174
H -3.1768 0.4423 -0.5413 0.185
H 0.2869 2.1888 0.6949 0.244

---

15
Properties=species:S:1:pos:R:3:lowdin_charge:R:1 method="wB97M-V/def2-TZVPD" de_lowest_kj_mol=159.16 charge=+1 multiplicity=3 gap_ev="6.7 / 6.1" e_lumo_ha="-0.1321 / -0.3332" homo_ev="-10.3 / -15.1"
C 2.0834 -0.8247 -0.0691 -0.396
C -0.2077 -0.3612 0.0628 -0.401
C 2.0730 0.6793 -0.3696 -0.104
C -1.6113 -0.7291 0.3264 0.007
N 0.7730 -1.2876 0.0526 0.288
N 0.2141 0.8306 -0.1709 0.274
O 3.0472 -1.5075 0.0224 0.214
O 2.6638 1.4618 0.4884 0.140
H 2.1516 0.8898 -1.4381 0.167
H -2.0230 -1.2858 -0.5125 0.097
H -2.2241 0.1525 0.4974 0.097
H -1.6693 -1.3752 1.2005 0.096
H 0.6105 -2.2775 0.1960 0.206
H -0.3265 1.6765 -0.1313 0.156
H 2.8537 2.3591 0.1684 0.160

---

15
Properties=species:S:1:pos:R:3:lowdin_charge:R:1 method="wB97M-V/def2-TZVPD" de_lowest_kj_mol=165.64 charge=+1 multiplicity=3 gap_ev="7.1 / 6.6" e_lumo_ha="-0.1428 / -0.3100" homo_ev="-11.0 / -15.1"
C 0.7224 -0.6922 0.0910 -0.315
C 1.2423 0.6877 -0.2254 -0.332
C -0.9450 0.7387 0.4883 -0.360
C 1.5709 -1.8267 -0.0038 0.003
N -0.4969 -0.6431 0.4386 0.188
N -2.0562 1.0263 -0.4575 0.264
O 2.3165 1.1467 -0.4344 0.307
O 0.1300 1.5008 0.1462 0.070
H -1.2068 0.8848 1.5595 0.192
H 2.1272 -1.5320 0.9303 0.132
H 2.3697 -1.8154 -0.7913 0.128
H 1.2150 -2.8308 0.3019 0.118
H -2.1005 0.3477 -1.2154 0.171
H -1.7653 1.9781 -0.7285 0.179
H -3.1233 1.0293 -0.0995 0.254

---

14
Properties=species:S:1:pos:R:3:lowdin_charge:R:1 method="wB97M-V/def2-TZVPD" de_lowest_kj_mol=355.89 gap_ev="8.2 / 8.2" e_lumo_ha="0.0104 / 0.0103" homo_ev="-7.9 / -7.9" smiles="CC#P=C/N=N/C"
C -1.3362 -1.1831 0.9939 -0.195
C 0.0148 -1.4681 0.5489 -0.441
P 1.2613 -2.4965 0.4295 0.897
C 2.5450 -1.3355 -0.2486 -0.415
N 2.2362 -0.1251 -0.4271 -0.115
N 1.1462 0.4056 -0.0994 -0.109
C 0.5330 1.4658 -0.8254 -0.109
H -1.8620 -2.1016 1.2605 0.075
H -1.9045 -0.6706 0.2146 0.067
H -1.3077 -0.5369 1.8746 0.082
H 3.5592 -1.6724 -0.3580 0.037
H 0.6577 1.3629 -1.9105 0.079
H -0.5298 1.4639 -0.5847 0.068
H 0.9552 2.4273 -0.5118 0.079

---

14
Properties=species:S:1:pos:R:3:lowdin_charge:R:1 method="wB97M-V/def2-TZVPD" de_lowest_kj_mol=336.72 gap_ev=8.3 e_lumo_ha=0.0312 homo_ev=-7.4 smiles="[H]/N=C/N1C=CCN1"
H 1.4501 0.2350 -3.2955 0.053
N 1.5216 0.1699 -2.2203 0.034
C 0.3549 0.0033 -1.6620 -0.372
N 0.1462 -0.2096 -0.4462 -0.204
C -1.2074 -0.2712 0.0238 -0.013
C -1.1916 0.1238 1.3171 -0.069
C 0.1853 -0.0311 1.7661 -0.155
N 1.0161 -0.0063 0.4936 0.050
H -0.5291 -0.1919 -2.3609 0.142
H -2.1014 -0.4586 -0.5890 0.130
H -2.0994 0.0306 1.8526 0.089
H 0.6845 0.7090 2.3154 0.089
H 0.2146 -0.9008 2.4531 0.121
H 1.5557 0.7978 0.3521 0.105

---

14
Properties=species:S:1:pos:R:3:lowdin_charge:R:1 method="wB97M-V/def2-TZVPD" de_lowest_kj_mol=362.44 gap_ev=9.0 e_lumo_ha=0.0312 homo_ev=-8.1
C -1.1324 1.7428 1.0798 -0.123
N -1.2117 0.8676 -0.0755 -0.049
C -0.2329 -0.0893 -0.2754 -0.405
N -0.5131 -1.1695 -0.9809 0.087
N 0.6126 -1.9169 -0.9723 -0.049
C 1.6249 -1.2483 -0.3149 -0.250
C 1.1290 -0.0310 0.2735 0.013
H -0.1452 2.2070 1.1091 0.068
H -1.8879 2.5281 0.9804 0.076
H -1.2919 1.2206 2.0362 0.080
H -2.1381 0.5075 -0.2649 0.118
H 0.7005 -2.6413 -1.6685 0.140
H 2.5401 -1.7622 -0.0365 0.123
H 1.9460 -0.2151 -0.8901 0.169

---

14
Properties=species:S:1:pos:R:3:lowdin_charge:R:1 method="wB97M-V/def2-TZVPD" de_lowest_kj_mol=359.86 gap_ev=9.3 e_lumo_ha=0.0395 homo_ev=-8.2 smiles="[H]/N=N/N(C)C#CC"
H -2.7440 -0.8744 -1.6785 0.052
N -1.9273 -0.6608 -1.1045 0.047
N -1.3325 0.3134 -1.6100 -0.013
N -0.1480 0.7110 -0.8798 -0.207
C 0.5875 1.8170 -1.4107 -0.069
C 0.2147 0.0276 0.2052 -0.106
C 0.3661 -0.7148 1.1407 -0.070
C 0.6220 -1.5637 2.2805 -0.114
H 1.6343 1.5398 -1.5673 0.086
H 0.1381 2.0899 -2.3636 0.079
H 0.5499 2.6775 -0.7354 0.083
H 0.8389 -0.9647 3.1646 0.077
H -0.2637 -2.1693 2.4740 0.081
H 1.4640 -2.2284 2.0848 0.075

---

14
Properties=species:S:1:pos:R:3:lowdin_charge:R:1 method="wB97M-V/def2-TZVPD" de_lowest_kj_mol=367.61 gap_ev="7.8 / 7.8" e_lumo_ha="-0.0137 / -0.0137" homo_ev="-8.1 / -8.1"
C 2.1905 -0.0886 0.3488 -0.107
N 1.3331 0.2973 -0.7727 -0.016
C -0.0544 0.3655 -0.6375 -0.465
N -0.9068 0.8230 -1.5119 0.220
N -2.6403 0.2342 -0.5904 0.081
C -2.0265 -0.3619 0.4077 -0.275
C -0.6804 -0.1469 0.5497 -0.095
H 1.8044 -0.9962 0.8216 0.077
H 3.2000 -0.3216 -0.0120 0.083
H 2.2814 0.6936 1.1155 0.083
H 1.7749 0.8888 -1.4619 0.126
H -3.5403 -0.2300 -0.8287 0.091
H -2.5325 -1.0730 1.0621 0.116
H -0.1962 -0.0727 1.5048 0.084

---

14
Properties=species:S:1:pos:R:3:lowdin_charge:R:1 method="wB97M-V/def2-TZVPD" de_lowest_kj_mol=292.55 gap_ev=8.9 e_lumo_ha=0.0423 homo_ev=-7.8 smiles=CNc1cc[nH]n1
C 1.7375 1.2981 -0.1369 -0.006
N 1.4994 -0.4347 -0.2422 0.027
C 0.1382 -0.5633 -0.1631 -0.439
C -0.8296 -1.5883 0.0722 -0.017
C -1.9692 -0.8823 0.3917 -0.125
N -1.6728 0.4311 0.3383 -0.031
N -0.4376 0.6198 -0.1023 -0.009
H 2.1752 1.3034 0.8503 0.050
H 2.3837 1.4691 -0.9746 0.037
H 1.0038 2.1534 -0.1365 0.067
H 1.9420 -1.1543 -0.8488 0.110
H -0.7280 -2.6650 0.0812 0.089
H -2.9534 -1.1920 0.6931 0.104
H -2.2892 1.2051 0.1776 0.145

---

14
Properties=species:S:1:pos:R:3:lowdin_charge:R:1 method="wB97M-V/def2-TZVPD" de_lowest_kj_mol=41.28 gap_ev=10.4 e_lumo_ha=0.0283 homo_ev=-9.6
H 2.5007 -1.5251 -1.0026 0.057
N 1.5506 -1.3475 -0.6907 0.133
C 1.4338 -0.1688 -0.2118 -0.465
C 2.5467 0.7865 -0.1488 -0.138
N 3.4430 1.5175 -0.1271 0.158
N 0.2690 0.3382 0.2766 0.016
C -0.9735 -0.4145 0.2916 -0.246
C -2.0771 0.2800 -0.4984 -0.091
H 0.2726 1.2805 0.6334 0.138
H -0.7456 -1.3941 -0.1329 0.102
H -1.2852 -0.5712 1.3312 0.115
H -1.7914 0.3834 -1.5491 0.076
H -2.2863 1.2799 -0.1010 0.070
H -3.0052 -0.2988 -0.4480 0.073

---

14
Properties=species:S:1:pos:R:3:lowdin_charge:R:1 method="wB97M-V/def2-TZVPD" de_lowest_kj_mol=330.25 gap_ev=8.4 e_lumo_ha=0.0068 homo_ev=-8.2
C -0.5350 -1.4785 -1.5393 -0.111
N 0.7191 -0.8658 -1.0893 -0.018
C 0.7386 0.0098 0.0053 -0.443
N 1.7845 0.6047 0.5483 0.195
N 0.8669 1.7432 1.7960 0.065
C -0.3682 1.4448 1.4459 -0.254
C -0.5026 0.3840 0.5996 -0.106
H -1.3181 -0.7210 -1.6155 0.076
H -0.4107 -1.9070 -2.5405 0.082
H -0.9017 -2.2776 -0.8809 0.081
H 1.5481 -1.3979 -1.3123 0.124
H 0.9373 2.7007 2.2075 0.108
H -1.2263 2.0489 1.7343 0.117
H -1.3321 -0.2883 0.6410 0.083